[1]
A 2-piece molecular cluster, CH4FOP overall in a non-equilibrium geometry, computed with the ωB97M-V functional and the def2-TZVPD basis.

Geometry as XYZ:
```
8
Properties=species:S:1:pos:R:3:forces:R:3
C 1.54292 0.73968 -0.00128 -1.9 0.1 -2.7
O 2.10201 1.59211 -0.63741 0.5 0.2 0.8
F -0.75136 -1.81449 0.06352 0.2 0.2 -0.2
P -1.60069 -0.50436 -0.40206 2.7 -0.6 -3.4
H 0.41820 0.66518 -0.08999 1.2 0.6 0.7
H 1.98028 -0.18455 0.30077 1.1 -0.7 1.1
H -2.63125 -0.82780 0.26689 -3.7 -0.8 2.4
H -1.06011 0.33422 0.49957 -0.1 1.0 1.4
```
Forces are in eV/Å.

Properties
HOMO   -10.12 eV
E   -556.887102 hartree
HOMO-LUMO gap   10.5 eV
Spin multiplicity   1
LUMO level   0.34 eV
Structure (SMILES)   C=O.FP

Atom charges from the natural (NBO) analysis, given in e for atoms 1 to 4: number 1, C, carries 0.276; number 2, O, carries -0.480; number 3, F, carries -0.583; number 4, P, carries 0.794

[2]
An isolated molecule of C6H9NO in a non-equilibrium geometry, computed with the ωB97M-V functional and the def2-TZVPD basis.

Geometry as XYZ:
```
17
Properties=species:S:1:pos:R:3:forces:R:3
C 0.08232 1.11541 2.06668 -1.9 -1.2 0.4
C -0.14007 0.49077 0.69326 -0.1 -1.5 3.2
C 0.66150 0.51527 -0.34967 -0.8 0.8 0.6
C 0.40681 -0.56555 -1.24936 0.3 0.8 -0.6
C -0.53971 -1.46505 -0.47815 -0.4 -2.3 -1.3
C -1.23289 -0.57725 0.56786 1.0 0.8 -0.8
H 0.69754 0.68923 2.90099 0.3 -0.4 -1.6
H 0.37480 2.11786 1.94826 0.1 1.5 0.2
H -0.90390 0.94945 2.55226 0.3 1.2 -0.1
H 1.36054 1.27592 -0.47557 1.3 0.7 -0.2
H 0.11153 -2.29149 -0.10661 -0.7 0.5 0.3
H -1.31762 -1.92280 -1.10823 0.5 -0.1 -0.1
H -1.69419 -0.98302 1.47269 0.9 -0.4 0.1
H -2.10851 -0.13485 0.08983 0.0 0.3 -0.3
H 1.63592 0.72228 -3.55795 0.2 -0.1 1.1
N 1.00727 -0.61209 -2.39173 -1.5 -0.3 0.7
O 1.59867 0.67589 -2.57456 0.4 -0.4 -1.8
```
Forces are in eV/Å.

Properties
HOMO   -8.56 eV
E   -363.904967 hartree
HOMO-LUMO gap   9.5 eV
Spin multiplicity   1
LUMO level   0.93 eV
Structure (SMILES)   CC1=C/C(=N\O)CC1

Atom charges from the natural (NBO) analysis, given in e for atoms 1 to 4: number 1, C, carries -0.663; number 2, C, carries 0.107; number 3, C, carries -0.290; number 4, C, carries 0.198

[3]
C4H3N as an isolated structure, computed with the ωB97M-V functional and the def2-TZVPD basis.

Geometry as XYZ:
```
8
Properties=species:S:1:pos:R:3:forces:R:3
C -1.15084 -0.98517 -0.89390 0.0 0.0 -0.4
C -0.26107 -0.17346 -0.90000 -0.4 -0.4 0.5
C 0.59050 0.47283 0.90713 0.2 0.2 0.2
C 1.42908 1.29266 0.11902 0.7 0.6 0.3
N 0.75813 0.75603 -0.90912 -0.4 -0.4 0.2
H -1.93675 -1.69812 -0.91222 0.0 0.0 -0.1
H 0.90286 -0.51293 1.24444 0.0 0.0 -0.3
H -0.33190 0.84816 1.34464 0.0 0.0 -0.3
```
Forces are in eV/Å.

Properties
HOMO   -8.59 eV
E   -208.697623 hartree
HOMO-LUMO gap   8.1 eV
Spin multiplicity   1
LUMO level   -0.48 eV

Atom charges from the natural (NBO) analysis, given in e for atoms 1 to 4: number 1, C, carries -0.296; number 2, C, carries 0.063; number 3, C, carries -0.102; number 4, C, carries 0.046

[4]
A 2-piece molecular cluster, CH5BrOSi overall in a non-equilibrium geometry, computed with the ωB97M-V functional and the def2-TZVPD basis.

Geometry as XYZ:
```
9
Properties=species:S:1:pos:R:3:forces:R:3
C -1.68804 1.14237 -0.14236 2.9 -3.5 0.7
O 0.34333 0.18934 0.93532 -3.0 3.2 0.5
Si 1.37138 -0.60497 0.08800 -0.3 -2.2 -3.7
Br -2.70195 -0.37973 -0.21001 -0.1 0.8 -0.2
H -0.88343 1.15346 -0.90108 -0.9 0.9 0.1
H -1.53860 1.51754 0.85418 -0.3 1.0 0.1
H 2.29721 -1.02478 1.00885 1.8 -1.1 1.7
H 2.31070 -0.23857 -1.10541 -0.9 0.5 0.6
H 0.48940 -1.75467 -0.52748 0.9 0.5 0.2
```
Forces are in eV/Å.

Properties
HOMO (alpha / beta)   -9.28 / -9.28 eV
E   -2979.673219 hartree
HOMO-LUMO gap (alpha / beta)   6.4 / 6.4 eV
Spin multiplicity   1
LUMO level (alpha / beta)   -2.92 / -2.92 eV

Atom charges from the natural (NBO) analysis, given in e for atoms 1 to 4: number 1, C, carries -0.202; number 2, O, carries -1.109; number 3, Si, carries 1.260; number 4, Br, carries 0.280

[5]
A 9-piece molecular cluster, C32H56N5O19P overall in a non-equilibrium geometry, computed with the ωB97M-V functional and the def2-TZVPD basis.

Geometry as XYZ:
```
113
Properties=species:S:1:pos:R:3:forces:R:3
C 4.88789 -10.97087 -37.82774 0.5 0.8 -1.6
C 5.75054 -11.49049 -36.71559 1.6 0.6 -0.6
O 4.90349 -12.33860 -36.04510 -2.5 -1.3 2.8
C 3.93308 -12.75144 -36.86010 -3.2 -4.1 -1.5
O 3.18033 -13.77010 -36.83214 3.4 4.4 1.0
O 3.93159 -11.94980 -37.93878 -1.9 -1.4 -0.3
H 5.30949 -10.90233 -38.83056 0.7 0.2 0.3
H 4.37978 -10.02142 -37.65901 0.2 0.2 0.6
H 6.12727 -10.64059 -36.14652 0.1 -0.5 0.5
H 6.49706 -12.25558 -36.92880 1.1 1.1 -1.1
C 3.26568 -8.07529 -41.60548 2.6 -0.5 0.4
C 3.76571 -9.41482 -40.93432 -1.1 1.6 0.1
O 2.52099 -10.05839 -40.92172 -0.2 -4.1 0.7
C 1.48020 -9.41443 -41.28739 -4.6 1.2 -1.5
O 0.28543 -9.81639 -41.40082 4.8 1.5 0.6
O 1.86644 -8.11490 -41.58286 -0.8 -0.8 0.1
H 3.67761 -8.11651 -42.61380 -0.4 0.4 -0.3
H 3.68111 -7.21913 -41.07396 -0.4 0.2 -0.2
H 4.03012 -9.36509 -39.87804 0.4 0.4 -0.2
H 4.50589 -9.97774 -41.50295 -0.3 0.1 0.0
C 6.43524 -9.26919 -46.07138 -0.3 0.7 -0.8
C 7.27981 -9.80022 -44.99073 1.9 -1.9 -1.1
O 6.40231 -10.44228 -44.12847 0.4 -1.2 2.0
C 5.15256 -10.24212 -44.44349 -3.4 0.7 0.3
O 4.16208 -10.71429 -43.85875 3.2 1.6 -2.0
O 5.12456 -9.31914 -45.49516 -0.8 -0.3 0.8
H 6.37054 -9.85049 -46.99117 0.3 -0.3 0.2
H 6.93999 -8.33389 -46.31332 -1.5 0.9 -0.2
H 7.98360 -9.11267 -44.52166 -0.5 0.1 0.4
H 7.85256 -10.59056 -45.47593 0.7 0.0 0.4
C 7.79038 -5.72210 -42.26089 0.4 -0.3 1.4
C 6.45607 -6.30551 -42.38994 -1.9 -0.9 0.1
O 6.28017 -6.45593 -43.82508 -0.3 -0.8 0.2
C 7.32283 -5.89055 -44.44675 -1.3 0.2 -5.4
O 7.45349 -5.83055 -45.72192 -0.2 -0.5 5.8
O 8.07553 -5.32446 -43.55088 2.7 1.9 -1.2
H 8.52382 -6.45670 -41.92842 0.1 0.5 0.0
H 7.62793 -4.89698 -41.56742 1.1 0.3 -0.2
H 5.73999 -5.60847 -41.95467 -0.6 -0.2 -0.6
H 6.36435 -7.25897 -41.86975 -0.2 -0.1 -0.4
C 9.68489 -7.73684 -39.54107 2.8 -0.3 1.7
C 9.84519 -9.20250 -39.02337 0.4 2.5 0.7
O 8.71130 -9.82211 -39.50756 -2.7 0.1 -1.9
C 7.83352 -8.89568 -40.06677 -2.8 -0.6 -0.3
O 6.63277 -9.12227 -40.38650 5.6 1.1 1.3
O 8.48358 -7.64883 -40.13720 -4.1 -2.5 -1.4
H 10.50920 -7.62358 -40.24518 -0.2 0.9 -0.1
H 9.65638 -7.01100 -38.72839 0.8 0.0 0.0
H 9.74690 -9.18958 -37.93789 0.7 -0.4 0.0
H 10.80207 -9.51206 -39.44367 -0.4 -1.0 0.4
C 0.66803 -4.69920 -38.96789 -0.3 -0.2 1.9
C 0.49573 -5.48425 -40.23412 -2.5 1.3 0.5
O 1.64403 -5.17722 -40.89866 2.0 -1.0 -2.7
C 2.62063 -4.88618 -40.08651 2.8 0.6 0.8
O 3.83177 -4.96786 -40.34298 -3.2 0.4 0.9
O 2.07603 -4.44698 -38.90410 1.0 -0.5 -0.5
H 0.39232 -5.35338 -38.14077 0.1 0.2 0.3
H 0.11316 -3.77079 -38.83268 0.2 0.1 -0.5
H -0.30116 -5.01823 -40.81369 -0.3 -0.8 -0.1
H 0.33979 -6.53632 -39.99554 0.2 -0.1 -0.7
C 5.18475 -6.71324 -37.34900 1.3 0.7 1.2
C 6.19151 -7.37329 -36.24631 -0.5 -0.7 -1.6
C 6.86565 -6.29282 -35.41377 0.4 0.3 0.2
C 8.25155 -6.51443 -34.95079 0.0 -0.6 -0.3
N 9.29752 -6.72362 -34.51839 -0.3 0.1 -0.3
H 5.76088 -6.26326 -38.15751 0.5 -0.2 0.0
H 4.77118 -5.81482 -36.89086 -0.5 -0.2 0.2
H 4.38797 -7.21279 -37.90008 0.1 -0.8 0.7
H 6.97135 -7.93457 -36.76101 0.1 0.1 -0.4
H 5.79399 -8.13140 -35.57153 -0.7 0.2 -0.1
H 6.35851 -6.17370 -34.45631 -0.5 0.6 -0.3
H 6.86284 -5.40788 -36.05015 0.0 0.4 0.6
C 1.31687 -10.19683 -45.16132 0.4 -0.3 -0.8
C 0.79365 -8.76349 -45.36492 1.1 -0.6 -0.1
C -0.48042 -8.55894 -44.63310 -1.4 1.7 2.1
C -0.41334 -7.26273 -43.89351 -0.5 -3.3 -1.7
N -0.36011 -6.30644 -43.30457 0.2 2.9 1.6
H 1.62540 -10.37752 -44.13162 0.1 0.5 0.1
H 2.19439 -10.34479 -45.79075 0.1 -0.1 0.1
H 0.66418 -11.05159 -45.33878 -0.6 0.3 -0.5
H 0.71476 -8.28871 -46.34291 -0.1 -1.0 -0.6
H 1.60557 -8.15487 -44.96683 -0.2 0.2 0.6
H -0.69078 -9.30239 -43.86424 0.5 -0.2 0.2
H -1.43409 -8.52056 -45.15957 0.3 -0.1 -0.8
O 1.83457 -16.90969 -42.34934 0.4 2.0 -1.0
P 1.41069 -15.63655 -43.03555 -0.5 -0.2 -0.4
N 2.09864 -15.27860 -44.57074 -1.0 -0.2 1.5
C 1.64897 -14.01592 -45.25285 0.7 -1.6 -0.5
C 2.66039 -16.36452 -45.41475 -0.3 1.6 0.5
N 1.66371 -14.20079 -42.15308 -0.5 -0.7 -1.5
C 0.83658 -12.99563 -42.29304 -0.7 -1.5 -0.2
C 2.58409 -14.21095 -41.05949 0.2 -0.4 0.6
N -0.26813 -15.77848 -43.29499 -0.2 -0.4 1.2
C -1.05326 -15.37949 -44.44928 1.7 0.3 0.2
C -1.02848 -16.26871 -42.13832 0.3 -0.6 0.2
H 2.42321 -13.25039 -45.20180 -0.2 0.1 0.2
H 0.66366 -13.64030 -44.97683 0.4 -0.1 0.4
H 1.51159 -14.31890 -46.29084 0.1 0.3 -0.3
H 1.85044 -16.87788 -45.93297 0.3 -0.4 -0.1
H 3.31508 -17.00168 -44.82020 -0.5 -0.2 0.0
H 3.31303 -15.84381 -46.11549 0.0 -0.2 -0.3
H 0.27047 -13.05886 -43.22236 0.9 0.7 -0.6
H -0.07094 -13.02901 -41.69021 0.3 0.2 1.3
H 1.44944 -12.11233 -42.11337 -0.4 0.0 -0.3
H 1.96071 -14.08022 -40.17495 0.6 -0.2 0.6
H 3.15368 -15.14021 -41.07226 -0.5 -0.3 0.4
H 3.38950 -13.47656 -41.06895 -0.3 0.7 -0.4
H -1.21280 -14.30484 -44.36114 -0.5 0.2 -0.6
H -0.36212 -15.61538 -45.25847 -0.7 0.3 -0.7
H -2.00595 -15.89143 -44.58492 0.2 -0.2 0.3
H -0.67628 -17.25039 -41.82153 0.1 -0.2 -0.3
H -2.08084 -16.38698 -42.39648 0.0 0.3 0.0
H -0.92695 -15.68997 -41.22025 -0.1 0.6 -0.1
```
Forces are in eV/Å.

Properties
HOMO   -7.83 eV
E   -3297.503132 hartree
HOMO-LUMO gap   7.6 eV
Spin multiplicity   1
LUMO level   -0.27 eV
Structure (SMILES)   CN(C)P(=O)(N(C)C)N(C)C.O=C1OCCO1.O=C1OCCO1.O=C1OCCO1.O=C1OCCO1.O=C1OCCO1.O=C1OCCO1.CCCC#N.CCCC#N

Atom charges from the Löwdin analysis, given in e for atoms 1 to 4: number 1, C, carries -0.156; number 2, C, carries -0.130; number 3, O, carries 0.076; number 4, C, carries -0.484

[6]
C23H34IrN7OSi as an isolated structure in a non-equilibrium geometry, computed with the ωB97M-V functional and the def2-TZVPD basis.

Geometry as XYZ:
```
67
Properties=species:S:1:pos:R:3:forces:R:3
Ir -1.32720 0.12976 0.01110 2.2 2.7 0.0
C -0.09630 0.88000 -1.56351 -1.4 -0.1 -0.8
Si 1.43687 0.26720 -0.78574 2.7 0.2 0.4
C 1.37074 0.58470 1.09844 0.5 -0.1 -0.3
N 0.09914 0.11343 1.69036 -0.8 -0.4 1.0
C -0.47641 1.06119 2.75673 0.5 -0.2 -0.3
C -0.31622 0.56709 4.19405 0.9 -0.1 0.1
C 0.96255 -0.28649 4.43394 -0.2 0.0 0.0
C 1.22757 -1.38997 3.38137 0.1 0.3 -0.4
C 0.19843 -1.30119 2.25680 -0.4 0.1 0.0
C 1.88711 -1.48458 -1.09487 -1.2 -1.0 -0.7
C 3.00934 -2.07704 -0.51089 0.3 -0.6 0.0
C 3.25823 -3.46120 -0.64630 0.1 1.3 0.2
C 2.41673 -4.22011 -1.44565 0.2 -0.7 -0.1
C 1.35559 -3.63030 -2.13146 -0.3 0.2 0.0
C 1.07681 -2.27291 -1.95379 0.5 -0.3 0.5
C 2.92128 1.18390 -1.43098 0.7 1.3 -0.9
C 3.85797 0.59804 -2.32081 -0.1 -0.2 0.2
C 4.94499 1.30329 -2.84417 0.0 -0.1 0.0
C 5.11512 2.66124 -2.54577 -0.1 -0.4 -0.3
C 4.19407 3.27715 -1.70083 -0.5 0.0 0.0
C 3.09583 2.56609 -1.19440 0.3 -0.1 0.1
H -0.27907 0.37773 -2.52187 0.0 0.1 0.2
H -0.15547 1.95109 -1.71651 0.2 0.2 0.2
H 1.47387 1.65940 1.25508 -0.1 0.0 0.0
H 2.24742 0.12421 1.58220 -0.3 0.1 -0.1
H -1.53722 1.17680 2.54448 -0.1 0.1 -0.1
H 0.02246 2.02842 2.59569 -0.2 -0.3 0.1
H -1.21182 0.04573 4.51621 -0.1 -0.2 0.0
H -0.23928 1.45450 4.83042 -0.1 -0.1 0.0
H 0.89074 -0.72233 5.42452 0.0 -0.1 0.1
H 1.83560 0.36075 4.47850 0.0 0.2 -0.1
H 1.21955 -2.40845 3.76935 -0.3 0.1 0.2
H 2.24394 -1.28245 2.97822 -0.3 0.0 0.0
H -0.80377 -1.56099 2.67757 0.6 0.3 -0.4
H 0.41698 -2.00189 1.43817 0.0 0.3 0.1
H 3.77568 -1.46197 -0.02020 -0.5 -0.2 0.1
H 4.13645 -3.85020 -0.12116 -0.4 -0.2 -0.4
H 2.62181 -5.28971 -1.57319 -0.2 0.4 0.1
H 0.70490 -4.22247 -2.78466 0.4 0.1 0.2
H 0.24769 -1.83994 -2.51714 0.2 0.0 0.3
H 3.73968 -0.44489 -2.62390 0.1 0.3 0.2
H 5.66252 0.77662 -3.49713 -0.5 0.4 0.3
H 5.91558 3.22014 -3.05185 -0.4 -0.2 0.6
H 4.26952 4.33801 -1.46750 0.1 -0.2 -0.1
H 2.35093 3.12244 -0.61602 0.3 -0.2 0.0
N -3.20248 -4.24230 -2.31384 0.6 1.0 -0.2
N -2.91674 -3.26562 -1.43195 0.9 2.2 0.9
N -3.11639 -3.46177 -0.09222 0.6 0.8 -2.2
C -2.62092 -2.33666 0.39792 -0.6 -1.3 -0.1
N -2.12726 -1.52206 -0.54673 -2.0 -2.8 -0.8
N -2.33880 -2.06295 -1.77388 -1.0 -2.9 1.9
H -3.77913 -4.95409 -1.88956 -0.3 0.0 -0.4
H -3.29670 -3.88093 -3.26998 -0.3 -0.6 0.6
H -2.66701 -2.16541 1.46459 0.2 0.3 -0.2
C -4.51981 3.49925 1.02874 0.0 -0.6 0.7
N -4.43490 3.03725 -0.34365 1.7 -1.5 0.1
C -5.17583 3.58649 -1.46690 -0.5 0.1 -1.0
C -3.57083 2.05461 -0.56145 -0.7 0.6 -0.8
O -2.79923 1.56609 0.31757 -0.7 0.6 0.5
H -5.42989 4.04985 1.20741 -0.2 0.0 -0.1
H -3.66258 4.09630 1.30503 0.2 0.4 -0.1
H -4.46336 2.59537 1.65661 -0.3 0.5 0.0
H -5.82129 4.41867 -1.16078 0.3 -0.3 0.1
H -5.79024 2.80013 -1.92393 -0.1 0.2 0.3
H -4.49628 3.92706 -2.25847 -0.1 0.1 0.4
H -3.53125 1.64089 -1.57742 -0.1 0.3 0.1
```
Forces are in eV/Å.

Properties
HOMO (alpha / beta)   -13.35 / -13.47 eV
E   -1748.423344 hartree
Expectation value of S²   6.016
HOMO-LUMO gap (alpha / beta)   7.5 / 5.0 eV
Charge   +2
Spin multiplicity   5
LUMO level (alpha / beta)   -5.81 / -8.45 eV

Atom charges from the natural (NBO) analysis, given in e for atoms 1 to 4: number 1, Ir, carries 1.393; number 2, C, carries -1.165; number 3, Si, carries 1.623; number 4, C, carries -0.700